C8H17NOS | ωB97M-V with the def2-TZVPD basis set

Each line ends with the natural charge from an NBO analysis.
Positions of all 28 atoms, in Å:
1 C 0.3493 -0.7333 -1.4468  0.680
2 C 0.8806 -2.0337 -2.0113  -0.715
3 C -2.7190 -0.7284 1.5583  -0.619
4 C -2.7572 0.5103 -0.6466  -0.622
5 C 2.6348 1.7626 -0.3741  -0.662
6 C 2.6391 0.4109 1.7131  -0.431
7 C -2.2265 0.4755 0.7728  -0.338
8 C 2.2640 1.4872 1.0430  -0.151
9 N 0.0423 -0.8119 -0.1176  -0.801
10 O 0.1635 0.2613 -2.1011  -0.597
11 S -0.3856 0.5528 0.8009  0.420
12 H 1.2801 -1.8533 -3.0048  0.243
13 H 1.6575 -2.4493 -1.3733  0.220
14 H 0.0652 -2.7527 -2.0845  0.234
15 H -2.4441 -1.6503 1.0474  0.204
16 H -2.2822 -0.7368 2.5548  0.216
17 H -3.8041 -0.6997 1.6534  0.210
18 H -2.2930 1.3163 -1.2146  0.234
19 H -3.8363 0.6581 -0.6414  0.207
20 H -2.5382 -0.4281 -1.1567  0.206
21 H 3.2505 0.9624 -0.7806  0.203
22 H 1.7391 1.8579 -0.9862  0.244
23 H 3.1846 2.7006 -0.4418  0.217
24 H 3.2267 -0.3657 1.2471  0.182
25 H 0.3331 -1.6191 0.4137  0.402
26 H 2.3699 0.2463 2.7430  0.198
27 H -2.4857 1.3990 1.2995  0.217
28 H 1.6916 2.2612 1.5344  0.198

## Properties
**Relative energy (zero: lowest compared OMol25 entry of this formula, charge and spin)**: 0.0 kcal/mol
**Spin multiplicity**: 1
**Maximum force**: 0.0185 hartree/bohr
**Structure (SMILES)**: CC(=O)NSC(C)C.C=CC
**Orbital gap**: 9.590 eV
**E_HOMO**: -8.87 eV

C8H17O5P | ωB97M-V with the def2-TZVPD basis set

Each line ends with the natural charge from an NBO analysis.
Positions of all 31 atoms, in Å:
1 C 3.3553 -1.2458 -0.5079  -0.598
2 C 2.9332 0.2301 -0.6474  -0.386
3 C 1.7370 0.4429 0.2972  -0.399
4 C 1.0479 1.7772 0.0745  -0.392
5 C -0.2358 1.9585 0.8975  -0.393
6 C -1.3177 0.9137 0.5730  -0.458
7 C -2.4845 1.4905 -0.2409  -0.054
8 O -3.6458 0.6617 -0.3138  -0.526
9 C -3.3920 -0.6227 -0.6335  0.994
10 O -3.4072 -0.9714 -1.7248  -0.556
11 O -3.2161 -1.4561 0.4063  -0.783
12 P -2.1781 -2.7765 0.1139  1.561
13 O -1.4788 -3.0631 1.5723  -0.993
14 O -0.9459 -2.1997 -0.8008  -1.015
15 H 2.5007 -1.8436 -0.8159  0.193
16 H 4.2501 -1.4852 -1.0742  0.211
17 H 3.5214 -1.4529 0.5486  0.198
18 H 3.7370 0.9051 -0.3623  0.198
19 H 2.5842 0.3991 -1.6621  0.196
20 H 2.0461 0.3845 1.3440  0.194
21 H 1.0813 -0.4139 0.1343  0.193
22 H 0.7975 1.9762 -0.9714  0.195
23 H 1.7429 2.5650 0.3747  0.204
24 H -0.6237 2.9727 0.8322  0.205
25 H 0.0489 1.7898 1.9384  0.203
26 H -1.6886 0.3755 1.4429  0.220
27 H -0.8424 0.1662 -0.0634  0.209
28 H -2.7247 2.4664 0.1720  0.191
29 H -2.1095 1.6675 -1.2537  0.174
30 H -0.5817 -2.6884 1.6210  0.498
31 H -0.5110 -2.9231 -1.2709  0.516

## Properties
**Relative energy (zero: lowest compared OMol25 entry of this formula, charge and spin)**: 22.8 kcal/mol
**Spin multiplicity**: 1
**Maximum force**: 0.1032 hartree/bohr
**Structure (SMILES)**: CCCCCCCOC(=O)OP(O)O
**Orbital gap**: 9.799 eV
**E_HOMO**: -9.39 eV

C8H17O7P | ωB97M-V with the def2-TZVPD basis set

Each line ends with the natural charge from an NBO analysis.
Positions of all 33 atoms, in Å:
1 C -2.9310 -2.1296 -2.7984  -0.603
2 C -1.5399 -2.3967 -2.1841  -0.391
3 C -1.2892 -1.5472 -0.9033  -0.440
4 C -0.7967 -2.5036 0.2099  -0.068
5 O 0.0148 -1.8900 1.2313  -0.500
6 C -0.5553 -0.8321 1.7745  0.989
7 O -1.6974 -0.6519 1.9282  -0.553
8 O 0.3541 0.1071 2.2433  -0.541
9 C 0.7999 0.9767 1.2090  -0.300
10 C 2.2222 1.4719 1.6082  -0.096
11 O 3.2204 0.8078 0.8554  -0.534
12 C 3.8358 1.6677 -0.1057  -0.252
13 P -0.4041 2.3852 0.9345  2.289
14 O -1.3674 2.1000 -0.1186  -1.095
15 O -1.1415 2.5894 2.3617  -0.937
16 O 0.3791 3.7621 0.6246  -0.994
17 H -3.7134 -2.2739 -2.0450  0.205
18 H -2.9524 -1.1020 -3.1760  0.210
19 H -3.1219 -2.8525 -3.6003  0.208
20 H -1.4902 -3.4680 -1.9392  0.190
21 H -0.7289 -2.2110 -2.9000  0.204
22 H -0.6191 -0.6996 -1.0712  0.214
23 H -2.2737 -1.1834 -0.5883  0.227
24 H -1.6646 -3.0435 0.6059  0.195
25 H -0.1493 -3.2465 -0.2684  0.191
26 H 0.9028 0.4560 0.2469  0.236
27 H 2.3064 2.5647 1.5552  0.190
28 H 2.3960 1.1979 2.6591  0.207
29 H 4.0239 2.6768 0.2870  0.172
30 H 4.8066 1.2214 -0.3395  0.200
31 H 3.1807 1.7166 -0.9889  0.167
32 H -0.4462 2.4168 3.0223  0.493
33 H 0.4396 3.9131 -0.3300  0.520

## Properties
**Spin multiplicity**: 1
**Maximum force**: 0.0499 hartree/bohr
**Structure (SMILES)**: CCCCOC(=O)O[C@H](COC)P(=O)(O)O
**Orbital gap**: 10.382 eV
**E_HOMO**: -9.95 eV

C8H17O7PS | ωB97M-V with the def2-TZVPD basis set

Each line ends with the natural charge from an NBO analysis.
Positions of all 34 atoms, in Å:
1 C 1.8973 -2.0386 -0.2322  -0.238
2 O 1.3890 -0.8629 0.3294  -0.543
3 C 1.9837 0.3439 -0.1422  -0.092
4 C 0.9303 1.4386 -0.2207  -0.456
5 C 0.2717 1.7344 -1.5935  -0.708
6 P 0.0054 0.3853 -2.8053  0.504
7 C -0.9800 -0.8426 -1.8349  -0.712
8 C -2.3961 -0.3401 -1.4955  -0.399
9 C -2.5840 0.3357 -0.1089  -0.534
10 C -3.2703 -0.6137 0.8400  0.805
11 O -4.4477 -0.5694 1.1263  -0.614
12 O -2.5001 -1.6091 1.3289  -0.674
13 H 1.7202 -2.0905 -1.3242  0.131
14 H 1.3755 -2.8771 0.2377  0.183
15 H 2.9772 -2.1306 -0.0516  0.172
16 H 2.7209 0.6643 0.6106  0.270
17 H 2.5091 0.1678 -1.0935  0.131
18 H 1.4146 2.3622 0.1163  0.238
19 H 0.1973 1.2403 0.5634  0.274
20 H -0.7452 2.1156 -1.4164  0.217
21 H 0.8045 2.5371 -2.1141  0.215
22 H 1.2466 -0.2822 -2.7501  -0.050
23 H -0.4476 -1.1889 -0.9450  0.247
24 H -1.0685 -1.7048 -2.5093  0.213
25 H -2.7214 0.3554 -2.2768  0.201
26 H -3.0749 -1.2012 -1.5381  0.206
27 H -3.2057 1.2279 -0.1932  0.226
28 H -1.6233 0.6303 0.3226  0.254
29 H -1.5684 -1.4452 1.1156  0.506
30 O 1.2487 -0.4892 3.9141  -1.122
31 S 1.8368 0.8475 3.6226  2.565
32 O 2.0057 1.6200 4.8832  -1.118
33 O 0.9344 1.6011 2.6906  -1.155
34 O 3.1647 0.6788 2.9444  -1.142

## Properties
**Relative energy (zero: lowest compared OMol25 entry of this formula, charge and spin)**: 0.0 kcal/mol
**Spin multiplicity**: 1
**Maximum force**: 0.0170 hartree/bohr
**Orbital gap**: 4.698 eV
**Charge**: -2
**E_HOMO**: 0.20 eV

C8H18BO3 | ωB97M-V with the def2-TZVPD basis set

Each line ends with the natural charge from an NBO analysis.
Positions of all 30 atoms, in Å:
1 C 2.4350 -0.6795 -2.0957  -0.621
2 C 2.0162 0.1476 -0.8793  -0.385
3 C 1.5912 1.5782 -1.2418  -0.696
4 B 0.1565 1.8173 -2.0184  0.642
5 O -0.2330 0.7007 -2.9595  -0.733
6 C -1.0186 -0.2138 -2.2663  -0.077
7 C -1.5023 0.5162 -0.9812  -0.073
8 O -0.9898 1.8059 -1.0344  -0.731
9 H 1.7435 -0.4909 -2.9183  0.238
10 H 2.4371 -1.7559 -1.8941  0.179
11 H 3.4417 -0.4000 -2.4222  0.180
12 H 2.8478 0.1609 -0.1615  0.169
13 H 1.1954 -0.3575 -0.3549  0.177
14 H 1.5165 2.1631 -0.3135  0.194
15 H 2.4136 2.0406 -1.8107  0.176
16 H 0.1648 2.8885 -2.6227  -0.146
17 H -1.8666 -0.5247 -2.8949  0.138
18 H -0.4650 -1.1301 -1.9930  0.127
19 H -2.6021 0.5356 -0.9213  0.135
20 H -1.1424 -0.0204 -0.0850  0.111
21 C -1.2109 0.3965 3.0035  -0.725
22 C -0.5913 -0.9271 3.3641  0.600
23 O 0.5616 -1.0420 3.7075  -0.547
24 C -1.5111 -2.1262 3.2829  -0.721
25 H -0.4544 1.1743 2.9474  0.245
26 H -1.7209 0.3236 2.0428  0.248
27 H -1.9658 0.6491 3.7530  0.217
28 H -1.8871 -2.2297 2.2630  0.235
29 H -2.3807 -1.9733 3.9262  0.218
30 H -0.9789 -3.0269 3.5780  0.226

## Properties
**Spin multiplicity**: 1
**Maximum force**: 0.0047 hartree/bohr
**Orbital gap**: 6.806 eV
**Charge**: -1
**E_HOMO**: -3.78 eV

C8H18BrN | ωB97M-V with the def2-TZVPD basis set

Each line ends with the natural charge from an NBO analysis.
Positions of all 28 atoms, in Å:
1 C 2.1046 -0.3314 -2.8457  -0.627
2 C 1.7080 -0.5366 -1.3414  -0.475
3 C 0.2803 0.0259 -1.0523  -0.232
4 N -0.2739 -0.2829 0.3449  -0.225
5 C -0.4856 -1.7933 0.5745  -0.894
6 C 0.6214 0.4043 1.3947  -0.354
7 C -0.2896 0.9966 2.5219  -0.469
8 C -1.7657 0.7373 2.0060  -0.463
9 C -1.6342 0.4608 0.5293  -0.236
10 H 2.9785 0.3123 -2.9461  0.210
11 H 1.4616 0.3941 -3.3440  0.227
12 H 2.0893 -1.2521 -3.4288  0.215
13 H 2.5593 -0.0797 -0.8367  0.208
14 H 1.7624 -1.5815 -1.0358  0.202
15 H -0.4175 -0.5993 -1.6093  0.213
16 H 0.1052 0.9938 -1.5219  0.279
17 H 0.3484 -2.4009 0.2233  0.219
18 H -1.2824 -1.9783 -0.1459  0.201
19 H -1.0295 -1.8830 1.5149  0.204
20 H 1.2763 -0.3523 1.8269  0.208
21 H 1.2294 1.2347 1.0358  0.220
22 H -0.1680 0.4249 3.4419  0.204
23 H -0.1196 2.0567 2.7101  0.210
24 H -2.1731 -0.0926 2.5834  0.202
25 H -2.4147 1.5791 2.2470  0.231
26 H -2.5021 -0.0675 0.1346  0.235
27 H -1.5630 1.3168 -0.1418  0.269
28 Br -2.4060 2.2943 -2.8397  -0.982

## Properties
**Relative energy (zero: lowest compared OMol25 entry of this formula, charge and spin)**: 6.7 kcal/mol
**⟨S²⟩**: 0.750
**Spin multiplicity**: 2
**Maximum force**: 0.0519 hartree/bohr
**Orbital gap (spin up / spin down)**: 3.051 / 7.615 eV
**Charge**: -1
**E_HOMO (spin up / spin down)**: 0.19 / -4.41 eV